Entry 1:
The following is a DFT calculation (ωB97M-V/def2-TZVPD) of a cluster of 10 separate species, C49H78F9N12O15PS3 in total.

Calculated values
orbital gap: 7.55 eV
DFT total energy: -6134.47324 Eh

XYZ file:
```
167
C49H78F9N12O15PS3, DFT ωB97M-V/def2-TZVPD
C -1.50919 1.56711 -1.54331
C -0.56875 0.87610 -1.28396
C 0.52336 0.09999 -0.82162
C 1.40854 0.78348 0.01234
N 1.26100 2.16400 0.41404
C 1.43700 3.09237 -0.69176
C 2.84866 3.16573 -1.19853
O 0.55682 3.72828 -1.17986
C 0.17389 2.48201 1.27767
C -0.71720 1.42235 1.85707
O 0.00582 3.63389 1.58422
C 2.52854 0.14916 0.48952
C 2.77460 -1.15594 0.16562
C 1.92017 -1.90191 -0.63090
C 0.77280 -1.26009 -1.13106
S -0.31201 -2.16858 -2.16193
O -1.61997 -1.60923 -2.22771
O -0.28170 -3.56793 -1.84163
C 0.42785 -1.89869 -3.84885
F 1.76801 -1.83887 -3.77808
F 0.01106 -0.68308 -4.21242
C -0.02893 -2.88090 -4.96680
F 0.27206 -2.31557 -6.14256
F -1.37190 -2.97569 -4.90131
C 0.52740 -4.32787 -4.89854
F -0.29471 -5.11274 -4.21167
F 1.76077 -4.36096 -4.38077
C 0.63828 -4.96020 -6.32951
F 0.84301 -6.27225 -6.13704
F 1.67944 -4.49770 -6.99942
F -0.47981 -4.84400 -7.02678
N 2.30820 -3.22898 -0.87359
C 2.62562 -4.00958 0.27202
C 2.10061 -5.26975 0.56325
P 0.92930 -6.13726 -0.47995
O 1.18475 -5.74627 -2.00357
O -0.53929 -5.70236 -0.05038
S 1.11521 -8.07857 -0.31846
C 2.46669 -5.94241 1.70958
C 3.38657 -5.43229 2.58971
C 3.93795 -4.20163 2.29119
N 4.88675 -3.62460 3.17203
C 3.55043 -3.51298 1.15170
S 4.22779 -1.92771 0.78290
H -2.07834 2.40489 -1.84692
H 3.18204 4.19433 -1.21076
H 3.50618 2.62465 -0.52507
H 2.93245 2.68700 -2.16723
H -0.87733 1.70516 2.89060
H -0.29489 0.42451 1.85453
H -1.67017 1.46698 1.34866
H 3.20905 0.69955 1.11627
H 1.74094 -3.71752 -1.55133
H 1.45795 -6.55444 -2.45969
H -1.08193 -5.66538 -0.85207
H 2.05286 -6.90725 1.93353
H 3.69395 -5.99186 3.45250
H 5.59611 -3.15599 2.61710
H 5.38788 -4.38943 3.60859
C 0.12961 6.67794 3.83137
N -0.78993 5.55216 3.81385
C -1.59335 5.12132 4.81351
C -1.55114 5.88443 6.11938
O -2.32157 4.14650 4.65934
H -0.15103 7.38541 3.04749
H 1.14102 6.32238 3.62905
H 0.11946 7.18365 4.78220
H -0.86130 5.00194 2.96876
H -2.24534 5.43077 6.81787
H -0.54356 5.84972 6.54016
H -1.84693 6.92281 5.96853
C 6.41947 -9.83267 2.08862
N 5.36245 -9.04168 2.68845
C 4.02298 -9.27107 2.66549
C 3.53680 -10.49639 1.93130
O 3.25046 -8.50425 3.21758
H 7.11304 -10.17253 2.85995
H 6.97287 -9.22629 1.36954
H 6.01245 -10.69770 1.57757
H 5.62087 -8.20810 3.19094
H 2.45470 -10.53179 2.00240
H 3.81617 -10.44813 0.87846
H 3.95107 -11.40193 2.37717
C -3.58184 3.31668 10.56065
N -3.42774 4.30459 9.51050
C -4.39499 4.88161 8.74607
C -5.82376 4.46116 9.00011
O -4.10421 5.70101 7.89223
H -3.19116 3.70918 11.50146
H -3.02402 2.41390 10.30616
H -4.62527 3.05585 10.69692
H -2.49770 4.62406 9.29174
H -6.46712 5.00394 8.31554
H -5.94709 3.39203 8.82487
H -6.11889 4.69679 10.02345
C -5.36094 2.45079 -6.20991
N -4.20553 2.41456 -5.33212
C -3.61634 1.33024 -4.76242
C -4.21531 -0.01773 -5.06072
O -2.64543 1.45643 -4.03492
H -5.08585 2.89716 -7.16725
H -6.14930 3.05680 -5.76100
H -5.74587 1.45238 -6.38582
H -3.76045 3.28643 -5.09401
H -3.63717 -0.76621 -4.52641
H -5.25217 -0.06122 -4.72128
H -4.17609 -0.23059 -6.13031
C -3.41406 -4.85336 -6.18893
N -4.62407 -4.12317 -5.86414
C -5.90974 -4.44248 -6.17044
C -6.13348 -5.71922 -6.93999
O -6.82599 -3.70741 -5.83062
H -2.89274 -5.12171 -5.26842
H -2.76331 -4.21749 -6.78611
H -3.63945 -5.75635 -6.74613
H -4.53490 -3.26604 -5.34759
H -7.19953 -5.83785 -7.10999
H -5.62083 -5.68715 -7.90395
H -5.77087 -6.57617 -6.37027
C 2.31603 12.13029 3.69042
N 2.34742 10.74954 4.13647
C 1.34269 10.03032 4.70503
C 0.02379 10.73057 4.90351
O 1.52540 8.86676 5.03430
H 2.53868 12.18100 2.62290
H 3.06801 12.71143 4.22697
H 1.34213 12.57179 3.86899
H 3.20359 10.23041 4.02592
H -0.67423 10.03595 5.36199
H 0.14719 11.59618 5.55903
H -0.38427 11.05606 3.94551
C -6.61165 -6.30448 -13.04181
N -5.98900 -6.01616 -11.76303
C -5.55765 -6.89200 -10.82049
C -5.73184 -8.36482 -11.10444
O -5.05036 -6.48949 -9.78448
H -6.00800 -5.88906 -13.85019
H -7.60239 -5.84949 -13.08260
H -6.71087 -7.37337 -13.19260
H -5.84450 -5.05114 -11.51152
H -5.34150 -8.92609 -10.26183
H -6.78669 -8.60983 -11.23162
H -5.18332 -8.65125 -12.00222
C 9.59779 -3.90853 -2.18660
N 8.82017 -4.38876 -1.06001
C 7.61081 -3.94885 -0.62500
C 6.96074 -2.81478 -1.37981
O 7.07873 -4.45981 0.35106
H 9.76308 -4.72017 -2.89702
H 10.56892 -3.54976 -1.84164
H 9.08506 -3.09882 -2.69321
H 9.19624 -5.14426 -0.50966
H 6.01399 -2.60969 -0.89035
H 7.58817 -1.92274 -1.34384
H 6.77519 -3.08779 -2.41951
C 1.04078 12.13509 10.15888
N 0.89361 12.44895 8.74963
C -0.17831 12.98628 8.11512
C -1.39277 13.31317 8.94985
O -0.14893 13.18948 6.90982
H 1.88036 12.69261 10.57692
H 1.23869 11.06939 10.28163
H 0.14205 12.39021 10.70867
H 1.66898 12.25258 8.13647
H -2.15524 13.72926 8.29964
H -1.78717 12.41343 9.42294
H -1.14589 14.04726 9.71744
```



Entry 2:
The following is a DFT calculation (ωB97M-V/def2-TZVPD) of a structure of composition C49H82ClCs2FMgN4O9P2.

Calculated values
orbital gap: 0.98 eV
total charge: +2
DFT total energy: -4294.12735 Eh

XYZ file:
```
151
C49H82ClCs2FMgN4O9P2, DFT ωB97M-V/def2-TZVPD
C 3.11555 -3.91658 1.96177
O 3.50636 -4.79689 3.04879
C 3.85131 -6.11187 2.56203
C 2.56697 -6.96186 1.99340
C 2.93472 -7.52682 0.49144
C 1.60902 -7.49529 -0.45195
C 1.87736 -6.66717 -1.81282
C 0.98297 -5.32978 -1.85186
C 1.86078 -3.96202 -1.60561
C 1.66790 -3.08615 -2.93579
C 2.15654 -1.54419 -2.80944
C 1.45965 -0.58406 -1.77634
C 0.31125 -1.04953 -0.77088
C -0.90534 -1.84825 -1.44648
C -2.08314 -1.91292 -0.31239
Cl -2.36206 -3.71977 0.07751
C 1.94630 0.93229 -1.74709
C 1.31972 2.05682 -0.80008
C 2.08896 2.23198 0.61231
C 2.61448 0.86636 1.26351
C 4.09976 0.44747 0.78899
O 4.95889 1.60756 0.55093
C 3.11593 1.41367 -2.68691
P 3.74470 3.22407 -2.61297
N 3.22276 3.99260 -3.92585
C 3.84077 0.43358 -3.70806
N 4.91558 1.01486 -4.47387
C 5.46462 -0.01543 -5.28766
C 4.99527 -1.49922 -5.40446
P 5.88383 -2.69729 -6.59392
C 5.59820 -4.46296 -5.91483
C 7.76923 -2.45567 -6.50836
N 3.91777 -2.00653 -4.62199
C 3.33302 -1.02622 -3.74412
H 3.20687 -2.84137 2.34951
H 3.83704 -3.99895 1.05813
H 2.01242 -4.05297 1.65514
H 4.69978 -5.96787 1.76038
H 4.30467 -6.76315 3.43299
H 2.28675 -7.84837 2.69156
H 1.64208 -6.27849 1.92668
H 3.73457 -6.85005 -0.00496
H 3.35870 -8.62394 0.49497
H 1.29686 -8.57545 -0.67904
H 0.73789 -7.00457 0.09715
H 1.57618 -7.32779 -2.70934
H 2.98881 -6.39328 -1.97956
H 0.50654 -5.27816 -2.90826
H 0.09622 -5.34917 -1.10524
H 1.43968 -3.49894 -0.65111
H 2.96836 -4.20628 -1.41550
H 2.20235 -3.65020 -3.78083
H 0.56391 -3.00880 -3.27953
H 0.84509 -1.65975 0.05947
H -0.17030 -0.16227 -0.20027
H -1.33668 -1.36833 -2.38627
H -0.59462 -2.95163 -1.59398
H -3.05057 -1.41346 -0.64875
H -1.65628 -1.47233 0.66521
H 0.20720 1.86619 -0.53046
H 1.31158 3.11038 -1.28274
H 2.88595 3.05460 0.52197
H 1.28898 2.66086 1.35228
H 1.88913 -0.01504 1.16271
H 2.69844 1.06365 2.40620
H 3.99043 -0.16774 -0.17728
H 4.56681 -0.16740 1.64186
H 5.62852 1.27828 -0.08866
H 5.18517 3.13428 -2.56232
H 3.34679 3.86502 -1.37919
H 2.65837 3.29252 -4.43519
H 6.36582 0.28847 -5.94371
H 5.90912 -4.45339 -4.81253
H 6.33541 -5.17614 -6.44847
H 4.50952 -4.77277 -6.05249
H 8.20903 -1.96759 -7.44734
H 8.02578 -1.87048 -5.55842
H 8.24395 -3.50686 -6.42082
Cs -3.32375 -5.76052 -1.07602
F -0.40339 -8.68817 0.65139
Cs 4.61938 -8.87138 1.74940
C -4.28846 -10.03093 -4.27649
O -4.34494 -8.93196 -3.54846
H -4.52986 -9.93372 -5.35372
H -3.30681 -10.54780 -4.33039
H -4.94951 -10.86523 -3.98155
Mg 0.44340 3.10988 2.52217
C 3.44905 6.82188 -4.00218
O 2.73540 8.05463 -3.87915
C 3.47552 9.14875 -4.12867
O 4.64327 9.16042 -4.43409
O 2.68771 10.22824 -3.97860
C 3.34709 11.47133 -4.21501
H 2.75883 6.01241 -3.78021
H 3.81793 6.69034 -5.02158
H 4.27263 6.78033 -3.28407
H 3.71218 11.52473 -5.24306
H 4.16587 11.61428 -3.50620
H 2.61846 12.26905 -4.06583
C -11.49100 -6.77714 0.00002
C -10.37212 -6.13117 0.33122
C -9.15584 -6.22761 -0.50251
O -8.13207 -5.63869 -0.19889
C -9.22723 -7.06580 -1.71799
C -10.34565 -7.71192 -2.04967
C -11.56278 -7.61562 -1.21567
O -12.58293 -8.20242 -1.51818
H -12.39081 -6.71832 0.59948
H -10.30302 -5.51263 1.21747
H -8.32723 -7.12458 -2.31743
H -10.41454 -8.33044 -2.93599
C 0.13199 9.99387 7.43992
C 0.19536 8.65839 6.70968
N -1.10654 8.02267 6.51540
C -1.00667 6.64359 6.04586
C -0.40579 6.41118 4.65789
C -2.12607 8.83118 5.85343
C -1.81509 9.35066 4.44943
H -0.34634 9.88983 8.41697
H 1.14465 10.37322 7.59996
H -0.40778 10.75021 6.86498
H 0.81970 7.99292 7.31819
H 0.72230 8.79924 5.75981
H -1.99624 6.17603 6.08171
H -0.40717 6.08171 6.77186
H -1.10997 6.65907 3.86487
H -0.16105 5.34815 4.54414
H 0.51696 6.97426 4.50173
H -2.35114 9.68893 6.49287
H -3.06745 8.27108 5.81983
H -0.79380 9.72715 4.35730
H -2.48836 10.17821 4.20766
H -1.97319 8.58238 3.69197
C -6.06087 -1.36156 -4.01816
O -4.72543 -1.84400 -4.09786
H -6.71615 -2.18509 -3.73368
H -6.12381 -0.57290 -3.26428
H -6.37071 -0.97308 -4.99083
H -4.16784 -1.09710 -4.35085
C -4.53970 4.49857 6.22947
C -4.38382 5.00190 7.51800
C -4.95459 4.33721 8.59891
C -5.67339 3.16325 8.39276
C -5.82609 2.65808 7.10518
C -5.26326 3.32751 6.02292
H -4.09734 5.01903 5.38572
H -3.81750 5.91383 7.67968
H -4.83875 4.73316 9.60209
H -6.11434 2.64246 9.23607
H -6.38536 1.74193 6.94509
H -5.38734 2.93629 5.01855
```



Entry 3:
The following is a DFT calculation (ωB97M-V/def2-TZVPD) of a structure of composition C49H88B2Cl3F11N7O6S.

Calculated values
2S+1: 4
orbital gap (spin up / spin down): 4.88 / 4.37 eV
total charge: -2
DFT total energy: -5681.04803 Eh

XYZ file:
```
167
C49H88B2Cl3F11N7O6S, DFT ωB97M-V/def2-TZVPD
C -10.46153 -7.05052 -23.08289
C -9.48610 -5.99946 -23.59336
C -10.15770 -4.59786 -23.91429
N -9.24653 -3.48855 -24.41416
C -8.61643 -2.83168 -23.13065
C -9.94517 -2.36158 -25.27689
C -9.80895 -2.89495 -26.71700
C -8.89903 -4.09029 -26.81217
C -8.23310 -4.10847 -25.38899
H -11.16974 -7.43989 -23.81885
H -11.19293 -6.64211 -22.38439
H -9.92816 -7.96456 -22.82567
H -9.14310 -6.36659 -24.56238
H -8.60345 -5.97102 -22.95306
H -10.75784 -4.14410 -23.12399
H -10.94856 -4.80874 -24.63715
H -7.98871 -3.40812 -22.45280
H -9.28749 -2.11450 -22.65559
H -7.85575 -2.13583 -23.49328
H -9.51811 -1.36940 -25.14222
H -11.01332 -2.30361 -25.06529
H -9.49094 -2.12025 -27.41404
H -10.86033 -3.12491 -26.89175
H -8.19663 -3.94249 -27.63163
H -9.49161 -4.97566 -27.04227
H -7.42805 -3.37213 -25.34526
H -7.71991 -5.05693 -25.24072
C -14.47897 -3.05718 -23.75228
F -13.75524 -3.65257 -22.74177
F -15.14507 -3.93641 -24.45789
F -15.37306 -2.23957 -23.20251
S -13.42599 -2.13404 -25.05894
O -12.68524 -1.06967 -24.39364
O -12.58326 -3.16558 -25.67644
O -14.35978 -1.54080 -26.03755
B -8.82600 0.34867 -23.91998
F -7.63119 -0.35531 -23.52793
F -9.90270 -0.47886 -24.09121
F -9.23433 1.18493 -22.89030
F -8.54873 1.15527 -24.98248
B -10.61900 -2.01594 -21.65715
F -11.20841 -0.83634 -22.08677
F -11.50399 -2.68418 -20.79775
F -10.31557 -2.81482 -22.78019
F -9.43524 -1.67959 -21.00966
C -14.15782 -8.24511 -24.17403
Cl -15.78299 -8.93979 -24.17270
Cl -13.28180 -8.70809 -25.62318
Cl -13.33005 -8.93399 -22.78164
H -14.17545 -7.16272 -24.06491
C -7.13167 -9.69391 -29.31762
C -8.11814 -10.34604 -28.28956
C -8.04265 -11.87033 -28.54052
C -8.86552 -12.77087 -27.55564
C -9.28964 -11.92178 -26.32893
C -8.34763 -10.89954 -25.73364
N -7.66891 -10.16159 -26.81728
O -7.28867 -8.85023 -26.41557
C -9.25576 -10.03103 -24.84054
C -7.32978 -11.70378 -24.82856
C -9.50397 -9.75949 -28.60525
H -6.17528 -10.21794 -29.31237
H -6.86761 -8.63566 -29.35066
H -7.57794 -9.71414 -30.31345
H -8.21387 -12.03388 -29.60440
H -6.98705 -12.06663 -28.34386
H -8.26730 -13.64662 -27.30070
H -9.74185 -13.20589 -28.03693
H -9.51499 -12.68567 -25.58435
H -10.21482 -11.46867 -26.68573
H -8.76142 -9.34492 -24.15109
H -9.69006 -9.18195 -25.37738
H -10.16789 -10.52280 -24.50478
H -6.82780 -11.01494 -24.14884
H -7.94143 -12.19924 -24.06819
H -6.84700 -12.58118 -25.25671
H -9.56279 -9.13383 -29.49396
H -9.75036 -9.12296 -27.75316
H -10.33090 -10.47043 -28.59591
C -2.24170 -7.83311 -21.87691
C -2.79176 -6.45242 -22.22625
C -1.55601 -5.67497 -22.67630
C -1.82304 -4.36690 -23.38231
C -2.90942 -4.50698 -24.39796
C -4.17845 -5.33524 -24.05204
N -3.77914 -6.56371 -23.32165
O -4.77083 -7.52249 -23.27253
C -5.17085 -4.40759 -23.38091
C -4.77859 -5.61469 -25.43748
C -3.48045 -5.91957 -20.92339
H -1.53384 -7.79062 -21.04687
H -1.60186 -8.22735 -22.66811
H -2.91490 -8.64570 -21.60422
H -1.09111 -5.29411 -21.76447
H -0.85017 -6.26233 -23.26221
H -0.85662 -4.07528 -23.79466
H -2.17646 -3.55529 -22.74301
H -2.40955 -4.80648 -25.32174
H -3.12779 -3.46019 -24.61986
H -4.52205 -3.96642 -22.62194
H -5.50776 -3.60750 -24.03770
H -6.03107 -4.93604 -22.97014
H -4.14124 -6.17121 -26.12472
H -5.64685 -6.26212 -25.29322
H -5.22500 -4.74473 -25.91830
H -3.82225 -4.88724 -20.86975
H -2.82794 -6.31982 -20.14804
H -4.41638 -6.46565 -20.78964
C -9.62570 -11.38145 -19.27674
C -8.14600 -11.34225 -19.57558
C -7.95349 -10.56088 -20.89790
C -8.21124 -9.05096 -20.83648
C -7.21368 -8.55232 -19.82977
C -7.17773 -9.17549 -18.41549
N -7.33998 -10.61999 -18.46082
O -7.40334 -11.25825 -17.14512
C -5.74400 -8.80859 -17.90418
C -8.20109 -8.51818 -17.46248
C -7.40804 -12.67262 -19.83216
H -9.80411 -11.97523 -18.37927
H -10.14460 -11.77316 -20.15129
H -10.04872 -10.40848 -19.02651
H -6.96699 -10.76589 -21.31659
H -8.62332 -10.97304 -21.65586
H -9.22837 -8.69548 -20.66976
H -7.92682 -8.66847 -21.81819
H -7.45791 -7.49354 -19.73087
H -6.25123 -8.48261 -20.33952
H -5.62767 -7.73282 -17.77586
H -5.83176 -9.15082 -16.87000
H -4.91619 -9.36658 -18.33761
H -9.22739 -8.83488 -17.64256
H -7.98899 -8.84376 -16.44274
H -8.13236 -7.43605 -17.36134
H -7.88910 -13.17493 -20.67227
H -7.50799 -13.35416 -18.98721
H -6.37045 -12.40939 -20.02920
N -12.43785 -4.65075 -28.17017
C -12.46145 -4.50618 -29.56728
C -11.82628 -5.58669 -30.07357
C -11.31335 -6.33534 -28.99513
C -11.78858 -5.75005 -27.79556
H -12.71360 -3.98233 -27.47961
H -13.05690 -3.72703 -30.01616
H -11.88292 -5.84243 -31.12127
H -10.63588 -7.17425 -29.05277
H -11.60278 -6.01875 -26.76742
N -8.88725 -5.58191 -19.02955
C -9.03175 -4.46975 -19.84763
C -10.42836 -4.39824 -20.08830
C -11.07866 -5.48054 -19.41089
C -10.06990 -6.22568 -18.88598
H -7.99401 -5.94118 -18.73678
H -8.21471 -3.81151 -20.09485
H -10.94454 -3.64979 -20.67316
H -12.10853 -5.80087 -19.42949
H -10.14201 -7.21046 -18.45412
N -7.20436 -0.20084 -26.22881
C -6.75397 -0.17239 -24.96684
C -5.62777 -0.97756 -24.85646
C -5.39188 -1.44664 -26.14103
C -6.46482 -1.11678 -26.97028
H -8.06613 0.25514 -26.49144
H -7.28296 0.32245 -24.16478
H -5.01100 -1.12643 -23.98367
H -4.55254 -2.05988 -26.43648
H -6.75030 -1.35210 -27.98319
```